i) The following is a DFT calculation (the ωB97M-V functional and the def2-TZVPD basis) of one molecule with the formula C23H32N2O3S2.

Calculated values
E_LUMO = 0.0178 hartree
HOMO-LUMO gap = 8.583 eV
highest occupied orbital energy = -8.100 eV

```
! RIJCOSX wB97M-V def2-TZVPD def2/J DEFGRID3
* xyz 0 1
C -0.54 3.38 3.51
C 0.52 2.35 3.73
C 0.47 1.14 3.06
C 1.47 0.19 3.24
C 2.52 0.44 4.12
C 2.56 1.64 4.80
C 1.57 2.59 4.61
H 1.62 3.52 5.14
H 3.37 1.84 5.49
H 3.29 -0.30 4.26
C 1.42 -1.05 2.49
N 0.57 -1.35 1.54
C 0.90 -2.61 1.13
C 1.97 -3.04 1.87
O 2.29 -2.05 2.74
C 2.77 -4.29 1.84
H 3.33 -4.39 2.77
H 3.47 -4.26 1.01
H 2.12 -5.15 1.71
C 0.22 -3.28 0.01
H -0.57 -2.65 -0.38
H -0.19 -4.25 0.30
S 1.48 -3.67 -1.33
O 2.59 -2.72 -1.12
C 0.52 -3.00 -2.76
C 0.03 -1.57 -2.57
O -1.12 -1.27 -2.79
N 0.99 -0.71 -2.18
H 1.86 -1.11 -1.83
C 0.70 0.68 -1.90
C -0.28 0.84 -0.74
C -0.46 2.29 -0.34
H -1.22 2.39 0.44
H 0.47 2.70 0.04
S -0.90 3.44 -1.69
C -2.59 2.97 -2.25
C -2.56 1.90 -3.34
C -3.98 1.69 -3.88
C -4.92 1.30 -2.75
C -4.93 2.36 -1.66
C -3.51 2.57 -1.12
H -3.17 1.64 -0.66
H -3.52 3.35 -0.35
H -5.59 2.07 -0.85
H -5.30 3.30 -2.07
H -5.93 1.16 -3.14
H -4.59 0.35 -2.33
H -3.96 0.91 -4.65
H -4.33 2.62 -4.35
H -1.90 2.22 -4.15
H -2.19 0.95 -2.95
H -2.94 3.91 -2.69
H -1.24 0.40 -1.04
H 0.09 0.27 0.12
H 0.28 1.13 -2.80
H 1.64 1.18 -1.67
H 1.20 -3.05 -3.61
H -0.32 -3.66 -2.93
H -0.34 0.92 2.38
H -1.51 2.91 3.33
H -0.30 3.98 2.63
H -0.63 4.05 4.36
*
```

=====

ii) The following is a DFT calculation (the ωB97M-V functional and the def2-TZVPD basis) of one molecule with the formula C23H32N2O3S2.

Calculated values
E_LUMO = 0.0240 hartree
HOMO-LUMO gap = 8.507 eV
highest occupied orbital energy = -7.855 eV

```
! RIJCOSX wB97M-V def2-TZVPD def2/J DEFGRID3
* xyz 0 1
C -3.52 -3.06 3.53
C -2.69 -3.45 2.34
C -2.70 -2.69 1.19
C -1.93 -3.07 0.09
C -1.15 -4.22 0.14
C -1.14 -4.98 1.29
C -1.91 -4.60 2.39
H -1.89 -5.20 3.28
H -0.54 -5.87 1.34
H -0.56 -4.50 -0.71
C -1.96 -2.25 -1.11
N -2.66 -1.17 -1.29
C -2.36 -0.75 -2.55
C -1.47 -1.63 -3.11
O -1.23 -2.59 -2.19
C -0.83 -1.69 -4.45
H -1.48 -2.21 -5.15
H 0.10 -2.25 -4.38
H -0.64 -0.69 -4.82
C -2.93 0.50 -3.10
H -3.77 0.83 -2.50
H -3.22 0.39 -4.15
S -1.71 1.91 -3.09
O -0.71 1.60 -4.13
C -0.92 1.56 -1.46
C 0.06 0.39 -1.38
O 0.05 -0.39 -0.45
N 0.96 0.37 -2.38
H 0.85 1.01 -3.15
C 2.06 -0.56 -2.39
C 3.36 0.09 -1.93
C 3.26 0.65 -0.52
H 2.62 0.02 0.10
H 4.25 0.73 -0.07
S 2.55 2.33 -0.51
C 2.35 2.56 1.30
C 2.60 4.02 1.67
C 2.47 4.20 3.18
C 1.09 3.75 3.66
C 0.84 2.29 3.27
C 0.97 2.12 1.76
H 0.22 2.74 1.27
H 0.78 1.08 1.48
H -0.15 1.98 3.60
H 1.57 1.65 3.77
H 1.03 3.86 4.75
H 0.33 4.38 3.21
H 2.63 5.25 3.44
H 3.24 3.61 3.68
H 3.59 4.32 1.33
H 1.87 4.64 1.16
H 3.12 1.93 1.76
H 4.15 -0.66 -1.96
H 3.64 0.89 -2.62
H 2.18 -0.96 -3.41
H 1.80 -1.38 -1.72
H -0.36 2.47 -1.22
H -1.71 1.41 -0.73
H -3.29 -1.79 1.12
H -3.97 -2.09 3.39
H -2.90 -3.04 4.43
H -4.31 -3.79 3.69
*
```

=====

It is ii) that is the most stable of them.

=====

i) The following is a DFT calculation (the ωB97M-V functional and the def2-TZVPD basis) of one molecule with the formula C19H22N2O4.

Calculated values
E_LUMO = 0.0138 hartree
HOMO-LUMO gap = 8.571 eV
highest occupied orbital energy = -8.196 eV

```
! RIJCOSX wB97M-V def2-TZVPD def2/J DEFGRID3
* xyz 0 1
C -5.00 -0.10 -1.90
O -4.37 0.98 -1.26
C -3.27 0.73 -0.49
C -2.69 1.84 0.13
C -1.57 1.69 0.92
C -1.01 0.43 1.13
O 0.11 0.22 1.90
C 0.66 1.31 2.61
C -1.59 -0.68 0.51
C -1.01 -2.07 0.70
C -1.24 -2.57 2.13
N 0.40 -2.07 0.38
C 0.94 -2.76 -0.65
O 0.39 -3.67 -1.24
N 2.25 -2.40 -0.94
C 2.81 -1.14 -0.76
C 4.18 -1.02 -0.51
C 4.74 0.23 -0.28
C 3.95 1.36 -0.31
C 2.59 1.26 -0.63
C 1.78 2.50 -0.70
C 0.66 2.51 -1.71
O 2.01 3.45 0.02
C 2.04 0.01 -0.86
C -2.71 -0.52 -0.29
H -5.84 0.33 -2.44
H -4.33 -0.60 -2.60
H -5.38 -0.83 -1.17
H -3.13 2.81 -0.03
H -1.14 2.56 1.38
H 1.04 2.09 1.95
H 1.49 0.89 3.18
H -0.08 1.74 3.30
H -1.48 -2.77 0.00
H -0.73 -1.91 2.84
H -2.30 -2.58 2.36
H -0.84 -3.57 2.24
H 0.95 -1.39 0.87
H 2.79 -3.10 -1.43
H 4.80 -1.90 -0.47
H 5.79 0.31 -0.07
H 4.37 2.34 -0.12
H 0.98 2.05 -2.64
H -0.19 1.95 -1.32
H 0.34 3.53 -1.89
H 0.99 -0.08 -1.11
H -3.13 -1.40 -0.76
*
```

=====

ii) The following is a DFT calculation (the ωB97M-V functional and the def2-TZVPD basis) of one molecule with the formula C19H22N2O4.

Calculated values
E_LUMO = 0.0173 hartree
HOMO-LUMO gap = 9.040 eV
highest occupied orbital energy = -8.569 eV

```
! RIJCOSX wB97M-V def2-TZVPD def2/J DEFGRID3
* xyz 0 1
C 3.41 2.39 -1.12
O 2.91 1.08 -1.11
C 3.53 0.15 -0.31
C 4.53 0.45 0.60
C 5.08 -0.54 1.38
C 4.64 -1.85 1.28
C 3.64 -2.15 0.37
C 3.08 -1.17 -0.44
C 1.99 -1.53 -1.42
C 0.64 -1.36 -0.78
N 0.24 -0.11 -0.52
N 0.01 -2.44 -0.53
O -1.25 -2.22 0.12
C -2.24 -3.04 -0.21
O -2.21 -3.94 -1.00
C -3.50 -2.65 0.59
O -3.46 -1.35 1.12
C -3.24 -0.30 0.26
C -3.35 -0.40 -1.12
C -3.10 0.71 -1.91
C -2.75 1.92 -1.33
C -2.64 2.03 0.05
C -2.26 3.34 0.67
C -2.88 0.92 0.86
C -2.77 1.02 2.35
H 4.46 2.42 -1.41
H 2.82 2.92 -1.87
H 3.28 2.88 -0.15
H 4.90 1.46 0.70
H 5.87 -0.29 2.09
H 5.06 -2.62 1.90
H 3.28 -3.17 0.27
H 2.06 -0.87 -2.29
H 2.10 -2.56 -1.73
H 0.84 0.66 -0.77
H -0.65 0.07 -0.09
H -4.37 -2.82 -0.05
H -3.57 -3.31 1.45
H -3.62 -1.33 -1.59
H -3.19 0.63 -2.98
H -2.56 2.78 -1.96
H -2.14 4.10 -0.10
H -1.33 3.25 1.22
H -3.03 3.67 1.36
H -3.53 1.69 2.74
H -1.79 1.42 2.63
H -2.89 0.04 2.80
*
```

=====

It is i) that is the most stable of them.